Computed, not measured: a 11-piece molecular cluster, C17H56N4O11 overall at a distorted geometry, with wB97M-V/def2-TZVPD.

Cartesian coordinates (Å):
1 N -2.962 0.142 -1.075
2 C -3.513 0.317 0.063
3 N -4.789 0.341 -0.120
4 O -2.979 0.465 1.130
5 H -3.597 -0.102 -1.822
6 H -1.968 0.269 -1.200
7 H -5.384 0.618 0.648
8 H -5.114 0.338 -1.076
9 N 0.004 -0.267 1.145
10 C 0.431 -0.580 -0.014
11 N 1.592 -1.110 0.010
12 O -0.196 -0.498 -1.062
13 H 0.631 -0.284 1.936
14 H -0.914 0.138 1.267
15 H 2.147 -1.139 -0.832
16 H 2.028 -1.120 0.921
17 C 2.299 0.540 -4.087
18 C 2.630 -0.689 -3.229
19 C 3.447 -1.745 -3.975
20 O 3.461 -0.172 -2.234
21 H 1.791 1.216 -3.399
22 H 1.632 0.236 -4.894
23 H 3.153 1.138 -4.406
24 H 1.789 -1.158 -2.717
25 H 2.839 -2.255 -4.722
26 H 3.723 -2.557 -3.303
27 H 4.343 -1.392 -4.487
28 H 4.337 -0.163 -2.625
29 C -1.778 2.151 -3.266
30 C -1.051 1.618 -4.607
31 C -1.078 0.110 -4.644
32 O -1.823 2.158 -5.597
33 H -2.711 1.600 -3.146
34 H -2.027 3.210 -3.347
35 H -1.265 2.018 -2.314
36 H -0.006 1.922 -4.540
37 H -0.588 -0.319 -3.770
38 H -0.456 -0.206 -5.482
39 H -2.065 -0.321 -4.808
40 H -1.287 2.353 -6.370
41 C -0.414 2.116 3.759
42 C 0.030 1.389 5.001
43 C 1.429 1.786 5.464
44 O -0.888 1.705 5.999
45 H -0.462 3.190 3.936
46 H -1.381 1.689 3.494
47 H 0.388 1.941 3.041
48 H 0.044 0.313 4.827
49 H 2.123 1.468 4.686
50 H 1.745 1.552 6.480
51 H 1.461 2.871 5.371
52 H -1.755 1.550 5.616
53 C -1.162 3.221 0.470
54 O -0.319 4.383 0.395
55 H -1.779 3.382 1.354
56 H -1.812 3.164 -0.404
57 H -0.593 2.292 0.500
58 H -0.920 5.118 0.539
59 C 2.315 -2.075 3.916
60 O 2.379 -1.122 2.857
61 H 3.074 -2.856 3.855
62 H 2.493 -1.579 4.870
63 H 1.303 -2.474 3.854
64 H 3.132 -0.591 3.127
65 C 2.657 2.416 -0.198
66 O 3.863 2.261 -0.854
67 H 1.884 2.500 -0.962
68 H 2.515 1.516 0.401
69 H 2.745 3.311 0.418
70 H 3.731 1.548 -1.483
71 C -1.892 -2.967 -2.316
72 O -0.472 -2.813 -2.301
73 H -2.108 -4.012 -2.096
74 H -2.346 -2.354 -1.538
75 H -2.143 -2.602 -3.312
76 H -0.272 -2.003 -1.827
77 C 0.563 -3.932 1.385
78 O 0.272 -5.280 1.666
79 H 0.160 -3.554 0.446
80 H 0.166 -3.240 2.127
81 H 1.638 -3.766 1.458
82 H 0.479 -5.506 2.576
83 C -2.840 -2.094 3.350
84 O -2.370 -0.810 3.370
85 H -3.868 -2.193 3.002
86 H -2.097 -2.737 2.877
87 H -2.902 -2.482 4.367
88 H -2.524 -0.459 2.490

Computed properties:
**Frontier orbital gap**: 9.9 eV
**Energy relative to the best compared isomer or geometry (same formula, charge and spin)**: 32.9 kcal per mole
**HOMO**: -9.54 eV
**SMILES**: NC(N)=O.NC(N)=O.CC(C)O.CC(C)O.CC(C)O.CO.CO.CO.CO.CO.CO
**Energy**: -47017.954 eV
**LUMO energy**: 0.4 eV